This record from the Open Molecules 2025 dataset describes C60H140BeNO20 as an isolated structure in a non-equilibrium geometry. The level of theory is ωB97M-V with the def2-TZVPD basis set.

As for the total charge: -1. The value obtained for the LUMO energy is 1.761 eV. The value obtained for the energy above the lowest of the compared OMol25 structures with the same formula, charge and spin is 0.527 eV. Its HOMO energy is -5.4 eV.

Last column: Löwdin charge in e.
Positions of all 222 atoms, in Å:
O (-7.371, -3.086, 2.401)  -0.07
O (4.288, -0.478, -2.678)  -0.04
O (2.006, 1.067, -3.796)  -0.04
O (5.608, 3.453, -0.770)  -0.11
O (-2.379, -7.766, 0.322)  -0.04
O (3.516, 2.227, -2.271)  -0.09
O (-7.061, 3.759, 0.651)  -0.08
O (2.271, 2.611, 5.932)  -0.07
O (-4.068, -0.221, -4.138)  -0.07
O (4.959, 5.487, -5.207)  0.08
O (6.380, 0.541, -0.532)  -0.07
O (1.850, -0.095, -1.563)  -0.19
O (0.049, 0.730, 5.432)  -0.10
O (-0.313, 3.566, 5.782)  -0.10
O (-2.274, -8.051, 3.807)  -0.05
O (-2.402, 2.034, -5.175)  -0.07
O (-2.841, 4.505, -0.642)  -0.07
O (2.459, 4.886, -6.534)  0.03
O (-2.580, -2.780, -4.666)  -0.09
O (4.339, -3.713, -1.395)  -0.10
N (1.452, 0.240, -0.220)  -0.07
C (-2.467, 2.564, -6.497)  -0.47
C (-0.257, -0.155, 2.081)  -0.17
C (-2.385, 3.895, 4.575)  -0.06
C (8.124, 0.256, 1.034)  -0.06
C (0.422, -1.488, 6.169)  -0.06
C (-1.914, -5.726, 3.817)  -0.03
C (4.201, 4.147, 5.279)  -0.03
C (-0.928, 5.842, 5.151)  -0.07
C (-6.332, -2.720, 1.412)  -0.45
C (2.950, 4.094, -5.704)  -0.27
C (-0.592, -3.440, -3.482)  -0.05
C (-0.390, 0.206, 7.694)  -0.06
C (-8.038, 2.062, 2.118)  -0.05
C (5.333, 0.294, -4.802)  -0.02
C (2.871, -5.518, -2.520)  -0.03
C (3.257, -1.146, 0.676)  0.00
C (4.349, 1.702, 5.422)  -0.07
C (4.284, 2.659, 1.199)  -0.04
C (-0.837, 0.172, -1.206)  -0.03
C (-1.111, -5.710, -0.032)  -0.05
C (-0.947, 4.419, 4.742)  -0.45
C (1.228, -0.550, 2.013)  -0.13
C (-6.743, 2.742, 1.654)  -0.50
C (4.826, -0.877, -3.970)  -0.46
C (3.431, 2.802, 5.104)  -0.48
C (4.025, -5.175, -1.521)  -0.43
C (-1.773, 6.564, -1.056)  -0.07
C (-2.001, 5.549, -0.003)  -0.43
C (0.296, 2.373, -0.830)  -0.01
C (0.498, -0.043, 6.570)  -0.51
C (4.290, 3.937, -3.577)  0.04
C (-6.519, -3.783, 0.335)  -0.07
C (1.716, -0.916, 0.612)  -0.49
C (-3.428, -5.995, -0.998)  -0.06
C (-2.903, -6.848, 4.132)  -0.51
C (2.425, 2.204, -4.297)  -0.34
C (-4.798, -1.211, -2.035)  -0.03
C (3.780, -1.709, -4.603)  -0.05
C (-3.881, 2.459, -7.041)  -0.05
C (5.360, 4.935, 1.031)  -0.07
C (4.213, 4.623, -4.840)  -0.36
C (-0.374, 1.062, 1.202)  -0.13
C (-0.660, -1.434, -5.070)  -0.04
C (-1.457, 1.819, -7.406)  -0.04
C (-5.849, 1.784, 0.977)  -0.09
C (2.332, 2.764, -5.513)  0.02
C (-4.240, -6.864, 3.478)  -0.04
C (-1.342, -2.263, -4.034)  -0.47
C (4.682, 3.800, 0.276)  -0.46
C (-4.953, -2.744, 2.060)  -0.04
C (7.054, -1.645, -0.329)  -0.05
C (0.986, -2.194, 0.095)  -0.01
C (5.313, -5.880, -1.763)  -0.07
C (3.323, 2.966, -3.369)  -0.21
C (-4.323, 0.059, -2.749)  -0.43
C (7.550, -0.239, -0.303)  -0.49
C (-2.516, -6.386, 0.125)  -0.52
C (-2.773, 5.983, 1.270)  -0.03
C (-5.388, 1.142, -2.802)  -0.03
C (0.147, 0.946, -0.314)  -0.45
Be (2.740, 0.888, -2.320)  0.10
H (-6.229, 4.098, 0.198)  0.11
H (4.011, 3.161, 2.098)  0.04
H (6.883, -2.018, -1.347)  0.08
H (-1.521, 2.242, -8.398)  0.07
H (-0.643, 0.162, 3.033)  0.09
H (-6.333, 0.748, -3.197)  0.10
H (4.475, 0.944, -5.019)  0.07
H (0.361, -3.092, -3.035)  0.07
H (4.444, 4.328, 6.268)  0.05
H (3.725, 4.169, -0.162)  0.14
H (-2.404, 3.695, -0.788)  0.02
H (-3.266, -8.168, 0.479)  0.11
H (3.062, 2.754, 4.059)  0.13
H (3.698, -0.234, 1.065)  0.07
H (-3.484, -4.899, -1.000)  0.07
H (-1.500, -0.666, -0.753)  0.11
H (3.320, -2.004, 1.315)  0.08
H (4.021, 0.692, 5.086)  0.10
H (-6.387, 1.399, 0.052)  0.09
H (-3.929, 3.003, -7.997)  0.09
H (-3.412, 0.388, -2.275)  0.10
H (3.165, -5.271, -3.507)  0.06
H (0.685, 2.340, -1.849)  0.07
H (-4.916, 2.308, 0.618)  0.09
H (-4.790, -7.712, 3.794)  0.08
H (-0.362, -4.120, -4.360)  0.11
H (-1.772, -1.652, -3.159)  0.13
H (-0.617, 2.650, 5.649)  0.05
H (3.551, -3.147, -1.439)  0.06
H (4.118, -2.020, -5.641)  0.11
H (-0.439, 2.019, -7.158)  0.05
H (-4.683, 2.793, -6.380)  0.08
H (-5.402, -0.978, -1.181)  0.06
H (1.530, -3.046, 0.529)  0.09
H (-1.435, 1.295, 1.141)  0.11
H (-5.534, 0.955, 1.596)  0.07
H (-3.997, -1.857, -1.694)  0.07
H (-2.665, 6.941, -1.440)  0.05
H (4.719, 5.393, 1.840)  0.09
H (-4.414, -6.406, -0.965)  0.06
H (-3.729, 6.372, 1.036)  0.06
H (-1.128, -3.993, -2.745)  0.04
H (-4.955, -1.888, 2.789)  0.10
H (-1.249, 6.552, 4.371)  0.08
H (-4.750, -3.692, 2.452)  0.04
H (-4.041, -6.938, 2.438)  0.05
H (-5.320, -1.821, -2.705)  0.07
H (4.760, 4.404, -2.691)  0.12
H (-1.417, 1.970, -5.074)  0.11
H (5.029, 4.081, 4.572)  0.08
H (2.625, -6.599, -2.410)  0.09
H (-1.082, 7.382, -0.782)  0.10
H (-0.560, -6.009, -0.945)  0.08
H (5.029, 0.011, -2.264)  0.08
H (-0.426, -5.901, 0.798)  0.07
H (-6.331, 3.170, 2.580)  0.13
H (-5.554, 1.710, -1.895)  0.05
H (-1.672, 0.752, -7.508)  0.09
H (-0.846, -0.989, 1.741)  0.09
H (-3.589, 0.543, -4.478)  0.05
H (1.765, 0.298, 2.336)  0.09
H (-1.515, 0.851, -1.691)  0.04
H (5.051, -6.936, -1.733)  0.07
H (3.609, 5.014, 5.068)  0.06
H (-0.289, -0.253, -2.110)  0.09
H (5.123, 2.816, -1.395)  0.08
H (-1.778, -5.729, 2.742)  0.05
H (-5.823, -3.635, -0.474)  0.05
H (-3.119, -1.990, -4.765)  0.03
H (-8.467, 2.774, 2.820)  0.08
H (7.396, 0.147, 1.872)  0.08
H (6.058, -5.763, -0.969)  0.08
H (-2.936, 3.865, 5.529)  0.09
H (-2.865, 5.158, 1.987)  0.05
H (-2.219, 6.777, 1.769)  0.07
H (-8.590, 1.782, 1.253)  0.07
H (0.943, 2.950, -0.182)  0.08
H (-2.947, 4.602, 3.920)  0.06
H (-2.408, 2.944, 3.998)  0.09
H (-0.252, -0.644, 8.399)  0.10
H (5.689, 5.822, 0.467)  0.08
H (6.098, -1.798, 0.232)  0.09
H (5.285, 1.819, 4.906)  0.07
H (6.072, 0.767, -4.236)  0.05
H (-1.150, -4.610, -0.165)  0.07
H (5.806, 0.087, -5.843)  0.12
H (1.688, 3.364, 5.705)  0.07
H (-1.025, 5.163, 0.224)  0.12
H (3.472, -2.572, -3.969)  0.08
H (-0.078, -2.261, 0.380)  0.06
H (1.506, 0.254, 6.800)  0.13
H (9.038, -0.329, 1.269)  0.08
H (-1.446, 0.072, 7.327)  0.11
H (3.465, 2.011, 0.824)  0.08
H (-0.405, 4.190, 3.786)  0.14
H (3.758, -1.344, -0.239)  0.04
H (3.649, -5.294, -0.537)  0.11
H (-0.409, -1.907, -6.001)  0.09
H (-4.110, -2.652, 1.335)  0.09
H (5.675, -1.547, -3.721)  0.14
H (-7.762, 1.141, 2.640)  0.08
H (-1.431, 6.035, -1.968)  0.10
H (-3.054, -6.218, -2.043)  0.11
H (0.902, -1.791, 5.249)  0.07
H (-6.629, -1.822, 0.950)  0.10
H (-1.082, -5.885, 4.456)  0.07
H (5.066, 2.037, 1.540)  0.06
H (-1.320, -0.610, -5.284)  0.06
H (0.955, -2.129, -0.937)  0.03
H (0.236, -1.090, -4.627)  0.06
H (2.012, -4.901, -2.243)  0.06
H (6.292, 4.685, 1.518)  0.07
H (-7.572, -3.735, -0.076)  0.10
H (0.115, 6.149, 5.463)  0.10
H (-4.764, -5.969, 3.568)  0.06
H (0.855, -2.114, 6.975)  0.09
H (-2.924, -5.860, 1.013)  0.10
H (7.816, -2.273, 0.138)  0.08
H (-0.638, -1.788, 6.129)  0.09
H (0.803, 1.170, 4.959)  0.10
H (5.790, -5.700, -2.753)  0.10
H (2.921, -1.066, -4.695)  0.06
H (-5.039, 1.827, -3.524)  0.05
H (0.141, 1.943, 1.638)  0.11
H (-1.546, 6.075, 6.022)  0.08
H (-2.168, 3.617, -6.482)  0.14
H (-3.033, -6.815, 5.204)  0.13
H (-7.274, -2.504, 3.158)  0.07
H (4.520, 1.712, 6.482)  0.08
H (8.235, 1.376, 0.968)  0.09
H (-2.195, -8.278, 2.866)  0.09
H (-2.429, -4.770, 4.162)  0.10
H (-4.099, 1.447, -7.227)  0.06
H (8.343, -0.073, -0.961)  0.11
H (6.546, 1.499, -0.538)  0.07
H (-6.311, -4.839, 0.588)  0.08
H (1.418, -1.381, 2.686)  0.11
H (-0.731, 2.853, -1.023)  0.09
H (-0.356, 1.154, 8.139)  0.06
H (1.874, 2.360, -6.464)  0.13